Model a:
# C4H11NO2S

2 unconnected molecules or ions with the total composition C4H11NO2S (the ωB97M-V functional and the def2-TZVPD basis, the Open Molecules 2025 dataset).

Last columns: bonded neighbours and bond lengths (Å).
Positions of all 19 atoms, in Å:
1 H -3.38327 0.64430 1.56533  C12 1.124
2 C -2.55851 0.53364 -0.34141  H10 1.146, C12 1.289, H15 1.052
3 H 0.79995 -2.60886 0.66027  C14 1.213
4 H -2.17053 1.99430 1.16306  C12 1.116
5 H 1.13972 0.51616 -1.34348  N6 0.973
6 N 1.52505 0.30516 -0.47576  H5 0.973, C9 1.447, S13 1.751
7 H 1.06134 -2.15171 -1.17191  C14 1.079
8 O -0.40947 -1.10895 -0.25529  S13 1.682, C14 1.389
9 C 2.44501 1.39023 -0.21064  N6 1.447, H17 1.048, H18 1.102, H19 1.154
10 H -1.66075 0.72220 -1.02866  C2 1.146
11 H -0.53467 -3.05693 -0.71586  C14 1.190
12 C -2.58702 1.00493 0.85798  H1 1.124, C2 1.289, H4 1.116
13 S 0.25264 0.09989 0.70895  N6 1.751, O8 1.682, O16 1.433
14 C 0.31518 -2.28490 -0.40363  H3 1.213, H7 1.079, O8 1.389, H11 1.190
15 H -3.18960 -0.28759 -0.52764  C2 1.052
16 O 0.91619 -0.47912 1.83918  S13 1.433
17 H 3.27099 1.10837 -0.79003  C9 1.048
18 H 1.96501 2.36163 -0.41283  C9 1.102
19 H 2.80272 1.29724 0.88237  C9 1.154

Kohn-Sham gap = 9.90 eV
HOMO = -9.142 eV
LUMO energy = 0.8 eV

Charges per atom according to Löwdin partitioning, unit e:
1 H 0.07
2 C -0.14
3 H 0.13
4 H 0.07
5 H 0.05
6 N -0.27
7 H 0.06
8 O -0.47
9 C -0.16
10 H 0.07
11 H 0.13
12 C -0.15
13 S 0.92
14 C -0.18
15 H 0.05
16 O -0.41
17 H 0.06
18 H 0.08
19 H 0.11

---

Model b:
# C4H11NO2S

2 unconnected molecules or ions with the total composition C4H11NO2S (the ωB97M-V functional and the def2-TZVPD basis, the Open Molecules 2025 dataset).

Last columns: bonded neighbours and bond lengths (Å).
Positions of all 19 atoms, in Å:
1 O 1.10725 -1.45594 -1.33257  C11 1.218
2 C -1.21500 -0.94221 0.63133  S8 1.885, H16 1.105, C17 1.494, H19 1.147
3 H -0.21285 1.58314 -1.81062  C14 1.158
4 H -2.01410 0.86795 -0.16486  C17 1.106
5 H 1.27311 0.11525 3.43852  O18 0.919
6 H -0.85165 0.10578 -2.40100  C14 1.092
7 H 2.87862 0.20918 -0.55381  N9 0.970
8 S -2.65915 -1.84928 -0.17236  C2 1.885, H10 1.312
9 N 2.05127 0.57383 -0.90636  H7 0.970, C11 1.399, H12 1.063
10 H -2.32359 -1.36340 -1.34360  S8 1.312
11 C 0.98321 -0.24557 -1.28867  O1 1.218, N9 1.399, C14 1.478
12 H 1.74817 1.50088 -0.48393  N9 1.063
13 H 1.50284 0.39529 2.12026  O18 0.933
14 C -0.29134 0.46144 -1.53373  H3 1.158, H6 1.092, C11 1.478, C17 1.558
15 H -0.40583 1.05117 0.54643  C17 1.248
16 H -1.51668 -0.75347 1.67791  C2 1.105
17 C -1.06814 0.29509 -0.19369  C2 1.494, H4 1.106, C14 1.558, H15 1.248
18 O 1.20592 0.84332 2.88260  H5 0.919, H13 0.933
19 H -0.19204 -1.39247 0.88816  C2 1.147

Kohn-Sham gap = 9.50 eV
HOMO = -9.026 eV
LUMO energy = 0.5 eV

Charges per atom according to Löwdin partitioning, unit e:
1 O 0.06
2 C -0.54
3 H 0.14
4 H 0.10
5 H 0.01
6 H 0.11
7 H 0.07
8 S 0.71
9 N 0.15
10 H -0.18
11 C -0.57
12 H 0.13
13 H -0.01
14 C -0.14
15 H 0.15
16 H 0.07
17 C -0.33
18 O -0.01
19 H 0.10

---

Model c:
# C4H11NO2S

4 unconnected molecules or ions with the total composition C4H11NO2S (the ωB97M-V functional and the def2-TZVPD basis, the Open Molecules 2025 dataset).

Last columns: bonded neighbours and bond lengths (Å).
Positions of all 19 atoms, in Å:
1 N 3.82334 0.57803 -0.57103  C5 1.309, H9 1.021
2 O -2.08818 0.28158 -2.20080  H4 0.976, H15 0.959
3 S -3.45619 0.19310 0.51730  H17 1.332
4 H -2.65054 0.30449 -1.40299  O2 0.976
5 C 3.74593 -0.64117 -0.09983  N1 1.309, H12 1.110, O18 1.255
6 C -0.42850 -0.89468 0.48752  H10 1.099, H11 1.092, H13 1.089, C14 1.469
7 C 0.97954 1.07947 0.91765  C14 1.344, H16 1.112, H19 1.084
8 H -1.11275 1.20356 0.52993  C14 1.111
9 H 4.62442 0.59114 -1.20420  N1 1.021
10 H -0.84243 -1.39853 1.37233  C6 1.099
11 H 0.50914 -1.44177 0.36810  C6 1.092
12 H 4.68981 -1.21484 0.00616  C5 1.110
13 H -1.09849 -1.04139 -0.35886  C6 1.089
14 C -0.23427 0.54576 0.70034  C6 1.469, C7 1.344, H8 1.111
15 H -2.51192 -0.26001 -2.86994  O2 0.959
16 H 1.89738 0.55639 0.56945  C7 1.112
17 H -4.53593 0.65816 1.14258  S3 1.332
18 O 2.72951 -1.22310 0.35116  C5 1.255
19 H 1.13061 2.05294 1.37031  C7 1.084

Kohn-Sham gap = 2.96 eV
HOMO = -8.261 eV
LUMO energy = -5.3 eV

Charges per atom according to Löwdin partitioning, unit e:
1 N 0.10
2 O -0.12
3 S 0.50
4 H -0.15
5 C -0.48
6 C -0.13
7 C 0.14
8 H 0.06
9 H 0.04
10 H 0.10
11 H 0.07
12 H 0.13
13 H 0.04
14 C -0.16
15 H 0.03
16 H 0.05
17 H -0.28
18 O -0.03
19 H 0.09

---

Model d:
# C4H11NO2S

2 unconnected molecules or ions with the total composition C4H11NO2S (the ωB97M-V functional and the def2-TZVPD basis, the Open Molecules 2025 dataset).

Last columns: bonded neighbours and bond lengths (Å).
Positions of all 19 atoms, in Å:
1 C 2.12601 1.50912 0.78472  H3 1.092, C5 1.486, H6 1.094, H7 1.098
2 C -1.65673 -1.39302 0.70616  H8 1.086, S12 1.797, C18 1.578, H19 1.091
3 H 2.81089 0.78837 1.23513  C1 1.092
4 H -1.38619 1.02422 1.41062  S12 1.358
5 C 0.94930 0.92870 0.08698  C1 1.486, N14 1.383, O16 1.206
6 H 2.77885 2.10837 0.14314  C1 1.094
7 H 1.98423 2.23324 1.59760  C1 1.098
8 H -2.35117 -1.82525 -0.00823  C2 1.086
9 H 1.01322 -0.67902 1.45070  N14 1.008
10 O -1.10151 0.15486 -3.19982  H13 0.978, H17 0.966
11 H -0.50432 -0.80221 -1.04246  C18 1.079
12 S -2.40433 0.13350 1.28926  C2 1.797, H4 1.358
13 H -1.55541 -0.17092 -2.39703  O10 0.978
14 N 0.65565 -0.33207 0.57465  C5 1.383, H9 1.008, C18 1.435
15 H 0.08494 -2.19835 -0.31406  C18 1.095
16 O 0.48482 1.38296 -0.92907  C5 1.206
17 H -0.25309 0.42766 -2.82580  O10 0.966
18 C -0.29188 -1.20112 -0.06269  C2 1.578, H11 1.079, N14 1.435, H15 1.095
19 H -1.38330 -2.08905 1.50020  C2 1.091

Kohn-Sham gap = 9.76 eV
HOMO = -9.239 eV
LUMO energy = 0.5 eV

Charges per atom according to Löwdin partitioning, unit e:
1 C -0.01
2 C -0.54
3 H 0.08
4 H -0.15
5 C -0.54
6 H 0.09
7 H 0.09
8 H 0.06
9 H 0.14
10 O -0.07
11 H 0.07
12 S 0.71
13 H 0.02
14 N 0.03
15 H 0.13
16 O 0.07
17 H 0.01
18 C -0.24
19 H 0.06

---

Which of them is the least stable? Correct choice: model c.

---

Model a:
# C5H12S2

A single C5H12S2 molecule (the ωB97M-V functional and the def2-TZVPD basis, the Open Molecules 2025 dataset).

Last columns: bonded neighbours and bond lengths (Å).
Positions of all 19 atoms, in Å:
1 H -1.58568 -0.47653 -2.97890  C5 1.086
2 H -1.25380 -0.42994 2.10113  C15 1.092
3 C 1.15632 -0.55200 -0.84639  H9 1.081, S12 1.903, C17 1.522, H18 1.083
4 H -0.03073 1.32996 0.67857  C14 1.085
5 C -0.53676 -0.44322 -2.69991  H1 1.086, H6 1.088, H8 1.087, C17 1.530
6 H 0.01189 0.44389 -3.00915  C5 1.088
7 H 0.66281 2.01574 2.15081  C14 1.090
8 H -0.06666 -1.28158 -3.20752  C5 1.087
9 H 1.76361 -1.10049 -1.55225  C3 1.081
10 H -1.06598 2.24034 1.75229  C14 1.088
11 H -0.69610 0.35644 3.46470  C15 1.094
12 S 1.46423 -1.62905 0.69172  C3 1.903, S13 2.017
13 S 1.12026 -0.75198 2.47505  S12 2.017, C15 1.823
14 C -0.22473 1.55057 1.72302  H4 1.085, H7 1.090, H10 1.088, C15 1.521
15 C -0.42683 0.21078 2.41427  H2 1.092, H11 1.094, S13 1.823, C14 1.521
16 H -0.74996 -1.48605 -0.74130  C17 1.087
17 C -0.32574 -0.59234 -1.19140  C3 1.522, C5 1.530, H16 1.087, H19 1.093
18 H 1.62886 0.37652 -0.54920  C3 1.083
19 H -0.84500 0.21896 -0.67553  C17 1.093

Kohn-Sham gap = 8.84 eV
HOMO = -7.938 eV
LUMO energy = 0.9 eV

Charges per atom according to Löwdin partitioning, unit e:
1 H 0.07
2 H 0.07
3 C -0.47
4 H 0.02
5 C -0.10
6 H 0.08
7 H 0.07
8 H 0.07
9 H 0.06
10 H 0.08
11 H 0.06
12 S 0.44
13 S 0.45
14 C -0.17
15 C -0.59
16 H 0.08
17 C -0.34
18 H 0.06
19 H 0.08

---

Model b:
# C5H12S2

2 unconnected molecules or ions with the total composition C5H12S2 (the ωB97M-V functional and the def2-TZVPD basis, the Open Molecules 2025 dataset).

Last columns: bonded neighbours and bond lengths (Å).
Positions of all 19 atoms, in Å:
1 C -0.88580 -0.84039 0.46803  C8 1.575, S9 1.838, H15 1.036
2 H -1.46000 2.15040 -0.26450  C17 1.057
3 H 1.64716 0.96651 1.58041  C13 1.154
4 H 0.33547 0.45356 -1.30975  C14 1.070
5 H -2.99060 -1.11183 -0.39708  S9 1.236
6 H 2.59793 -0.95292 -1.23973  S7 1.419
7 S 2.71521 -0.73954 0.15850  H6 1.419, C13 1.922
8 C -0.51893 -2.17904 -0.27692  C1 1.575, H11 1.156, H12 1.042, H19 1.078
9 S -2.54930 -0.11350 0.18290  C1 1.838, H5 1.236
10 H 2.08576 1.63680 -0.05299  C13 1.052
11 H 0.50748 -2.45933 0.17559  C8 1.156
12 H -0.80578 -2.01843 -1.26566  C8 1.042
13 C 1.63127 0.82282 0.43547  H3 1.154, S7 1.922, H10 1.052, C14 1.515
14 C 0.30759 0.81085 -0.30172  H4 1.070, C13 1.515, C17 1.515
15 H -0.62746 -0.75591 1.46782  C1 1.036
16 H -0.01925 2.95295 -0.49061  C17 1.119
17 C -0.45302 2.07321 0.04882  H2 1.057, C14 1.515, H16 1.119, H18 1.128
18 H -0.31361 2.28855 1.14770  C17 1.128
19 H -1.20411 -2.98473 -0.06627  C8 1.078

Kohn-Sham gap = 8.89 eV
HOMO = -8.058 eV
LUMO energy = 0.8 eV

Charges per atom according to Löwdin partitioning, unit e:
1 C -0.50
2 H 0.00
3 H 0.11
4 H 0.09
5 H -0.23
6 H -0.11
7 S 0.61
8 C -0.15
9 S 0.75
10 H 0.04
11 H 0.07
12 H 0.04
13 C -0.52
14 C -0.30
15 H 0.02
16 H 0.09
17 C -0.17
18 H 0.10
19 H 0.05

---

Which of them is the least stable? Correct choice: model b.